# C58H66N3O6Sc

C58H66N3O6Sc as an isolated structure (ωB97M-V/def2-TZVPD, the Open Molecules 2025 dataset).

The HOMO energy is -7.506 eV. The gap between HOMO and LUMO is 7.7688 eV. For the LUMO energy, the calculation gives 0.010 Eh.

Each line ends with the Löwdin charge.
Geometry (Å):
Sc  1.04415  0.30816  -2.48720  1.090
C  4.29522  0.68124  -1.56674  -0.011
O  2.97183  0.25362  -1.17697  -0.221
C  2.77635  0.09934  0.20346  -0.187
C  2.61254  1.21241  1.01371  -0.103
C  2.51583  2.62559  0.47920  -0.055
C  1.09156  3.12282  0.49535  -0.122
C  0.61972  3.97588  1.48759  0.023
C  -0.69915  4.42411  1.51188  -0.167
C  -1.53257  3.99945  0.47662  0.010
C  -1.09985  3.14372  -0.52629  -0.124
C  -2.03065  2.64564  -1.60576  -0.074
C  -2.57563  1.28381  -1.25057  -0.102
C  -3.46062  1.16431  -0.18930  0.032
C  -3.87082  -0.06891  0.30625  -0.147
C  -3.36688  -1.20358  -0.31311  0.043
C  -2.49148  -1.13259  -1.39284  -0.113
C  -1.92712  -2.41197  -1.94694  -0.068
C  -0.86435  -3.03218  -1.06911  -0.147
C  -1.06143  -4.28367  -0.50337  0.013
C  -0.06960  -4.94769  0.22036  -0.170
C  1.16812  -4.31972  0.30373  0.024
C  1.40557  -3.06388  -0.25129  -0.132
C  2.76176  -2.41362  -0.17664  -0.056
C  2.71673  -1.19235  0.70966  -0.112
C  2.50937  -1.35006  2.07036  0.032
C  2.35659  -0.26721  2.93249  -0.149
C  2.41745  1.00271  2.37849  0.040
C  2.07777  -0.51718  4.41431  -0.556
C  3.21249  -1.34681  5.02666  -0.048
C  1.95033  0.78484  5.20237  -0.068
C  0.75774  -1.29130  4.54176  -0.042
C  0.36599  -2.38807  -0.88536  -0.271
O  0.54726  -1.16107  -1.37247  -0.146
C  -0.36413  -6.31335  0.84097  -0.563
C  -0.68297  -7.32847  -0.26492  -0.050
C  0.82021  -6.84085  1.64935  -0.071
C  -1.57423  -6.19955  1.77848  -0.050
C  -2.12131  0.11849  -1.85587  -0.170
O  -1.22452  0.20207  -2.94051  -0.232
C  -1.83046  0.41332  -4.22172  -0.015
C  -4.77882  -0.13123  1.53353  -0.555
C  -5.15802  -1.56613  1.89813  -0.068
C  -4.03157  0.48895  2.72368  -0.038
C  -6.06542  0.66002  1.27089  -0.047
C  0.21535  2.67873  -0.48981  -0.244
O  0.64610  1.83060  -1.42113  -0.160
C  -1.25056  5.33405  2.60914  -0.561
C  -1.76343  6.64328  1.99634  -0.051
C  -0.19139  5.68028  3.65442  -0.071
C  -2.41006  4.62294  3.32109  -0.051
H  4.95437  0.59138  -0.70566  0.113
H  4.26925  1.71069  -1.91336  0.082
H  4.63386  0.04187  -2.37850  0.100
H  2.90459  2.67902  -0.53558  0.108
H  3.12583  3.28666  1.09879  0.129
H  1.31819  4.29731  2.25129  0.105
H  -2.56062  4.34964  0.44186  0.113
H  -1.49945  2.57603  -2.55067  0.072
H  -2.84956  3.35922  -1.72465  0.133
H  -3.79290  2.07651  0.29492  0.117
H  -3.62518  -2.19027  0.05068  0.114
H  -1.52840  -2.22100  -2.94576  0.108
H  -2.73185  -3.14111  -2.06141  0.127
H  -2.02690  -4.75771  -0.65438  0.113
H  1.99338  -4.80927  0.80805  0.106
H  3.10252  -2.13723  -1.17552  0.120
H  3.47982  -3.13314  0.22206  0.127
H  2.43614  -2.36264  2.45489  0.121
H  2.27490  1.87776  3.00100  0.109
H  4.16478  -0.81648  4.95893  0.090
H  3.32832  -2.30769  4.52319  0.076
H  3.00556  -1.54447  6.08131  0.084
H  2.85833  1.38890  5.14155  0.088
H  1.77340  0.55573  6.25523  0.085
H  1.11307  1.39222  4.85079  0.083
H  0.81001  -2.26041  4.04221  0.077
H  -0.06547  -0.73147  4.09255  0.087
H  0.52092  -1.46774  5.59420  0.085
H  0.16369  -7.43845  -0.94632  0.087
H  -1.54962  -7.02052  -0.85295  0.077
H  -0.90283  -8.30725  0.16946  0.083
H  1.70044  -7.00673  1.02453  0.084
H  0.55259  -7.79838  2.10140  0.084
H  1.09932  -6.15764  2.45455  0.086
H  -2.46743  -5.87203  1.24390  0.074
H  -1.38106  -5.48083  2.57794  0.089
H  -1.79499  -7.16887  2.23321  0.083
H  -2.58496  -0.35511  -4.39417  0.105
H  -1.04065  0.33486  -4.96630  0.100
H  -2.28357  1.40430  -4.26581  0.098
H  -4.28536  -2.15768  2.18414  0.086
H  -5.66097  -2.07513  1.07273  0.088
H  -5.84172  -1.55476  2.74934  0.085
H  -3.08664  -0.02878  2.90218  0.089
H  -4.63955  0.41951  3.62942  0.087
H  -3.80303  1.54263  2.55062  0.070
H  -6.62489  0.22780  0.43826  0.091
H  -5.85754  1.70358  1.03047  0.075
H  -6.70374  0.64169  2.15765  0.085
H  -0.96207  7.16575  1.46968  0.090
H  -2.14679  7.30377  2.77860  0.083
H  -2.57150  6.46792  1.28383  0.076
H  0.65127  6.22057  3.21771  0.086
H  0.19746  4.78821  4.15060  0.082
H  -0.63393  6.31975  4.42110  0.084
H  -3.21950  4.38502  2.62776  0.071
H  -2.82050  5.25833  4.11052  0.084
H  -2.07163  3.68722  3.77200  0.087
O  4.33850  2.10729  -4.41146  0.089
C  3.13864  1.98375  -4.30331  -0.439
N  2.46918  0.75990  -4.19222  0.044
C  2.96636  -0.18444  -5.06219  -0.456
O  3.65572  0.01115  -6.04427  0.084
C  2.53722  -1.60066  -4.78199  -0.186
C  3.25575  -2.63964  -5.35371  0.010
C  2.85138  -3.93686  -5.10147  -0.042
C  1.72230  -4.13966  -4.32202  -0.034
C  1.06124  -3.04010  -3.80829  -0.095
N  1.46670  -1.78069  -4.00797  0.103
C  2.29354  3.23426  -4.22234  -0.190
C  2.90367  4.46179  -4.44782  0.008
C  2.12950  5.60214  -4.35718  -0.053
C  0.79079  5.47456  -4.01878  -0.047
C  0.28205  4.20622  -3.79351  -0.115
N  1.01110  3.09523  -3.90963  0.120
H  4.10220  -2.39741  -5.97913  0.122
H  3.40075  -4.77488  -5.51120  0.111
H  1.35125  -5.13169  -4.10343  0.110
H  0.18202  -3.17709  -3.20044  0.089
H  3.95752  4.48715  -4.68314  0.120
H  2.56279  6.57717  -4.54055  0.109
H  0.14720  6.33867  -3.92197  0.105
H  -0.75355  4.08389  -3.50836  0.096

Cartesian forces (eV/Å) of the 2 atoms listed first:
0.21 -0.13 -0.47
-0.10 -0.12 0.15